Record 1
{"formula": "C20H26N4O3S2", "method": "wB97M-V/def2-TZVPD", "symbols": ["C", "C", "C", "N", "C", "N", "C", "C", "C", "C", "S", "C", "H", "H", "C", "H", "H", "C", "H", "H", "C", "O", "S", "C", "H", "H", "C", "O", "N", "C", "H", "C", "N", "C", "C", "H", "H", "H", "H", "C", "H", "C", "O", "H", "H", "H", "H", "H", "H", "H", "H", "H", "H", "H", "H"], "positions_angstrom": [[2.10777, 4.04745, 1.65388], [1.32820, 3.41993, 2.51226], [0.96900, 1.96280, 2.47036], [1.40418, 1.29522, 1.26086], [0.73728, 1.47310, 0.09364], [1.08422, 0.95327, -1.04317], [2.20601, 0.21238, -1.04735], [2.98082, -0.04186, 0.08061], [4.10078, -0.84394, -0.24346], [4.14909, -1.17307, -1.56016], [2.83189, -0.53229, -2.48504], [5.31002, -2.03641, -1.90929], [5.84323, -1.69168, -2.79561], [4.98182, -3.06293, -2.09569], [6.17205, -1.93732, -0.62881], [6.63606, -2.89020, -0.38293], [6.96585, -1.20728, -0.78737], [5.24362, -1.44261, 0.50431], [5.72885, -0.72063, 1.15962], [4.88901, -2.26731, 1.12684], [2.58351, 0.51463, 1.34623], [3.14192, 0.36753, 2.41258], [-0.72140, 2.44967, 0.14588], [-1.14756, 2.57881, -1.62295], [-1.06280, 3.63378, -1.88385], [-0.41408, 1.98672, -2.16727], [-2.58889, 2.15860, -1.87740], [-3.42788, 2.99960, -2.13892], [-2.87486, 0.84284, -1.82736], [-2.00536, -0.24217, -1.44452], [-0.96232, 0.06453, -1.41849], [-2.43959, -0.78923, -0.08214], [-3.81501, -1.24807, -0.16395], [-4.68227, -0.14197, -0.53810], [-4.25596, 0.41292, -1.89627], [-4.86875, 1.27197, -2.17102], [-4.34599, -0.36776, -2.65681], [-5.70766, -0.50965, -0.60612], [-4.64936, 0.67202, 0.20827], [-4.26396, -1.91064, 1.04504], [-5.34782, -2.03526, 0.97571], [-3.65741, -3.31157, 1.19558], [-4.35183, -4.08290, 2.14424], [-4.32139, -3.63345, 2.99645], [-2.59311, -3.25226, 1.46221], [-3.75147, -3.84520, 0.24808], [-4.04743, -1.31030, 1.94967], [-1.79799, -1.63009, 0.18332], [-2.32159, 0.00096, 0.68338], [-2.11528, -1.03952, -2.18767], [1.46981, 1.44909, 3.29996], [-0.11370, 1.84137, 2.58083], [0.89532, 3.94432, 3.35223], [2.33276, 5.09379, 1.75895], [2.55966, 3.55029, 0.81074]], "forces_ev_per_a": [[0.06, 0.04, 0.03], [0.02, -0.12, 0.08], [-0.05, 0.12, 0.39], [0.06, -0.04, 0.02], [-0.19, -0.15, -0.85], [-0.22, 0.29, -0.03], [0.46, -0.21, 0.58], [-0.39, 0.12, -0.55], [0.22, -0.17, -0.54], [-0.19, 0.27, 0.31], [0.11, 0.03, 0.44], [0.06, -0.18, -0.19], [0.04, -0.07, -0.02], [0.05, -0.02, -0.05], [0.02, -0.01, 0.04], [0.08, 0.01, -0.01], [0.02, -0.01, 0.00], [0.06, -0.04, 0.17], [0.02, -0.06, 0.07], [0.05, 0.01, 0.08], [0.04, -0.16, -0.17], [0.18, -0.03, 0.15], [-0.29, 0.28, -0.01], [0.06, 0.13, 0.26], [-0.05, -0.17, -0.05], [-0.06, 0.03, -0.02], [0.35, 0.11, -0.07], [-0.13, 0.36, 0.02], [-0.25, -0.33, -0.12], [0.30, -0.14, 0.39], [-0.08, 0.01, -0.06], [0.15, -0.08, -0.23], [-0.09, 0.01, 0.07], [0.00, -0.02, -0.29], [-0.44, 0.21, 0.16], [0.06, -0.15, -0.01], [-0.03, 0.02, 0.02], [0.00, 0.03, 0.04], [-0.03, -0.02, -0.02], [0.05, -0.30, -0.07], [0.05, 0.00, 0.06], [0.16, 0.36, -0.21], [-0.25, -0.13, 0.45], [0.02, -0.08, -0.06], [-0.08, -0.02, -0.12], [0.06, 0.10, 0.02], [-0.06, -0.01, -0.02], [0.05, 0.03, 0.02], [0.00, -0.09, -0.06], [0.08, 0.03, 0.04], [-0.22, 0.05, -0.16], [0.11, -0.06, 0.05], [-0.03, 0.16, 0.10], [0.01, 0.21, 0.09], [0.04, -0.16, -0.16]], "nbo_charge": [-0.388, -0.181, -0.282, -0.438, 0.333, -0.567, 0.068, -0.245, -0.019, -0.183, 0.442, -0.430, 0.218, 0.212, -0.381, 0.212, 0.207, -0.416, 0.229, 0.215, 0.667, -0.605, 0.281, -0.624, 0.257, 0.284, 0.670, -0.624, -0.431, -0.241, 0.242, -0.238, -0.443, -0.225, -0.232, 0.250, 0.198, 0.208, 0.169, -0.239, 0.207, -0.063, -0.710, 0.462, 0.151, 0.187, 0.155, 0.206, 0.171, 0.204, 0.272, 0.220, 0.209, 0.208, 0.192], "e_tot_ev": -54935.672, "relative_energy_kcal_mol": 40.8, "smiles": "C=CCn1c(SCC(=O)N2CCN(CCO)CC2)nc2sc3c(c2c1=O)CCC3", "homo_energy_ev": -8.018}

=====

Record 2
{"formula": "C20H27AsN3O8S3Ti", "method": "wB97M-V/def2-TZVPD", "symbols": ["Ti", "O", "As", "O", "O", "C", "C", "C", "C", "C", "C", "S", "O", "O", "O", "H", "H", "H", "H", "H", "N", "N", "C", "O", "O", "H", "H", "H", "C", "C", "S", "C", "C", "S", "H", "H", "H", "H", "H", "H", "C", "N", "C", "C", "C", "C", "C", "C", "C", "C", "H", "H", "H", "H", "H", "H", "H", "H", "H", "H", "H", "H", "H"], "positions_angstrom": [[1.05552, 0.27097, 0.86173], [-1.88373, -0.80042, 3.19829], [-1.10433, 0.73883, 3.40190], [-0.97809, 1.13898, 4.96630], [0.39661, 0.66463, 2.56031], [-2.10624, 2.08953, 2.42983], [-2.27227, 3.26880, 3.14092], [-2.88782, 4.36909, 2.55128], [-3.34246, 4.29196, 1.24878], [-3.19210, 3.11125, 0.52949], [-2.58233, 2.02108, 1.11989], [-2.42509, 0.53118, 0.16456], [-2.73800, 0.82480, -1.20966], [-3.30204, -0.45107, 0.79830], [-1.02296, 0.12908, 0.37576], [-2.35824, -0.84126, 2.34468], [-1.90324, 3.31020, 4.15864], [-2.99943, 5.28781, 3.11330], [-3.81033, 5.15002, 0.78230], [-3.52834, 3.02669, -0.49522], [4.33357, 1.78243, -0.37292], [4.67298, 1.55949, 0.97529], [3.88279, 0.89396, 1.89063], [4.12083, 0.92667, 3.07992], [2.86078, 0.23902, 1.35124], [3.38847, 2.15788, -0.43013], [4.29262, 0.88150, -0.83806], [5.31430, 2.22138, 1.37286], [-0.11848, 3.56559, -2.36476], [0.51645, 2.37084, -1.70184], [0.86477, 2.52457, 0.01500], [0.77256, 1.24219, -2.37509], [0.43173, 1.10188, -3.83598], [1.47273, -0.16225, -1.57647], [-0.14180, 4.41533, -1.68455], [-1.14998, 3.33895, -2.65392], [0.42181, 3.86502, -3.26762], [0.80327, 1.94647, -4.42272], [-0.65403, 1.05862, -3.98025], [0.86961, 0.19264, -4.24943], [-0.76114, -2.73711, -3.29176], [-0.24241, -3.33343, -2.03367], [1.23981, -3.50254, -2.10227], [-0.69880, -2.45398, -0.86914], [-0.02517, -2.81808, 0.41874], [-0.24625, -4.10280, 0.91882], [0.43881, -4.55615, 2.03184], [1.34389, -3.70265, 2.64735], [1.52962, -2.41418, 2.16701], [0.84647, -1.91619, 1.04469], [-0.48460, -3.36731, -4.13458], [-0.31172, -1.74939, -3.38500], [-1.84173, -2.64050, -3.21572], [-0.65477, -4.25453, -1.90507], [1.67393, -2.51255, -2.24005], [1.46678, -4.16415, -2.93691], [1.58434, -3.92493, -1.16419], [-1.78577, -2.54852, -0.83215], [-0.42779, -1.45202, -1.17560], [-0.97768, -4.75562, 0.44276], [0.26043, -5.55094, 2.42139], [1.88937, -4.03365, 3.52350], [2.21430, -1.76310, 2.69746]], "forces_ev_per_a": [[0.29, -0.02, 0.44], [0.09, 0.05, 0.10], [0.06, 0.16, -0.16], [0.02, -0.03, -0.03], [0.05, -0.16, 0.00], [-0.04, -0.02, 0.03], [-0.03, 0.08, 0.00], [0.06, -0.05, 0.10], [-0.02, -0.06, -0.11], [-0.04, 0.10, 0.01], [0.04, -0.03, -0.10], [-0.02, -0.25, 0.12], [-0.02, 0.11, -0.08], [0.05, 0.07, -0.03], [0.08, -0.20, -0.12], [-0.09, -0.04, -0.10], [0.00, 0.01, 0.00], [0.00, -0.01, 0.01], [0.00, -0.01, -0.01], [0.00, 0.01, 0.01], [0.05, -0.13, 0.01], [-0.17, -0.20, -0.03], [-0.35, 0.42, 0.04], [0.18, -0.17, -0.09], [-0.13, 0.04, -0.21], [-0.04, 0.02, 0.08], [0.01, 0.03, 0.02], [0.03, -0.01, 0.02], [-0.01, 0.02, 0.00], [0.05, -0.06, 0.00], [-0.03, 0.06, 0.01], [0.01, 0.10, 0.01], [-0.01, 0.01, -0.01], [0.18, 0.27, -0.04], [0.00, 0.00, 0.00], [0.00, 0.01, 0.01], [-0.01, -0.01, 0.00], [-0.01, 0.00, 0.00], [0.01, -0.02, 0.00], [0.02, 0.01, -0.02], [-0.01, -0.03, 0.02], [0.04, 0.11, 0.04], [-0.04, 0.00, 0.03], [-0.19, 0.07, 0.15], [0.09, -0.08, -0.11], [0.00, -0.03, -0.01], [0.00, 0.00, 0.01], [0.01, -0.03, 0.02], [-0.07, 0.08, 0.01], [0.04, -0.06, -0.08], [-0.02, 0.00, 0.00], [0.01, -0.01, 0.00], [0.00, 0.00, -0.01], [0.01, -0.01, 0.04], [-0.01, -0.08, -0.04], [0.00, 0.01, -0.01], [0.01, -0.04, 0.02], [-0.02, -0.07, -0.02], [-0.11, 0.05, 0.08], [0.00, 0.02, -0.01], [-0.01, 0.01, 0.00], [0.00, 0.01, -0.01], [0.01, 0.02, 0.00]], "nbo_charge": [1.445, -1.023, 2.475, -1.127, -1.073, -0.434, -0.181, -0.210, -0.206, -0.213, -0.223, 2.430, -0.978, -1.010, -1.012, 0.519, 0.250, 0.208, 0.207, 0.238, -0.657, -0.499, 0.887, -0.650, -0.765, 0.373, 0.355, 0.380, -0.645, -0.164, -0.202, -0.188, -0.644, -0.333, 0.223, 0.216, 0.199, 0.208, 0.213, 0.202, -0.420, -0.337, -0.443, -0.282, -0.130, -0.238, -0.234, -0.199, -0.234, -0.244, 0.204, 0.257, 0.226, 0.410, 0.273, 0.197, 0.246, 0.222, 0.307, 0.180, 0.202, 0.206, 0.237], "e_tot_ev": -158493.413, "relative_energy_kcal_mol": 0.0, "homo_energy_ev": -4.145, "total_charge": -1}

=====

Record 3
{"formula": "C20H27AuI2NO4SY", "method": "wB97M-V/def2-TZVPD", "symbols": ["I", "I", "Y", "Au", "S", "C", "C", "C", "C", "C", "C", "C", "C", "O", "O", "O", "O", "H", "H", "H", "H", "H", "H", "H", "H", "H", "C", "C", "C", "C", "C", "C", "C", "C", "N", "C", "C", "C", "C", "H", "H", "H", "H", "H", "H", "H", "H", "H", "H", "H", "H", "H", "H", "H", "H", "H", "H"], "positions_angstrom": [[2.90220, -1.35631, -2.29585], [2.80323, 1.40009, -1.87561], [0.05707, 0.74615, -0.89467], [-1.75113, -1.68141, -2.26428], [0.05410, -0.60940, -3.26358], [-3.34909, -2.66694, -2.62763], [-2.82929, -2.36268, -0.66657], [0.03037, -0.22171, -5.05723], [1.06565, 0.85951, -5.36575], [-1.39884, 0.22409, -5.37907], [0.29891, -1.56421, -5.73558], [-2.13662, 0.89052, 0.46974], [-2.20071, 1.93669, -1.75225], [-3.78642, -2.08678, -0.06463], [-4.44149, -2.88749, -2.93113], [-3.24510, 0.91179, 0.82070], [-3.23682, 2.27696, -2.10934], [1.04753, 1.12947, -6.43327], [2.07832, 0.53747, -5.10414], [0.86069, 1.75981, -4.77623], [-1.52140, 0.39660, -6.45943], [-1.66410, 1.14570, -4.84630], [-2.10073, -0.55803, -5.06609], [0.23580, -1.48186, -6.82421], [-0.44229, -2.29640, -5.39710], [1.27806, -1.96250, -5.47520], [0.36396, 0.62004, 5.97038], [0.43510, 1.09014, 4.55795], [0.09363, 2.42606, 4.31034], [0.18350, 3.00046, 3.04286], [-0.22108, 4.44380, 2.85721], [0.68987, 2.19104, 2.00643], [0.79085, 0.75577, 2.19259], [0.83757, 0.26927, 3.51517], [0.68522, -0.12845, 1.13014], [0.47516, -1.59740, 1.29972], [2.89917, -1.98048, 2.21868], [-0.50115, -2.06969, 2.37976], [1.83221, -2.39439, 1.25235], [0.92802, 1.32242, 6.59453], [-0.67505, 0.64274, 6.30754], [0.74594, -0.39069, 6.12180], [-0.27146, 2.99761, 5.16540], [-1.28974, 4.60591, 3.03402], [0.29639, 5.10997, 3.55702], [-0.01352, 4.79472, 1.84439], [1.01593, 2.65165, 1.05420], [1.06870, -0.78332, 3.67111], [2.56888, -2.27404, 3.21336], [3.81093, -2.53180, 2.00526], [3.16361, -0.92618, 2.18762], [-1.36764, -1.40253, 2.41459], [-0.84713, -3.08110, 2.11326], [-0.06055, -2.13314, 3.37485], [-0.00676, -1.90586, 0.35016], [2.19576, -2.35778, 0.20711], [1.56581, -3.44386, 1.42492]], "forces_ev_per_a": [[-0.15, 1.29, -0.17], [1.04, -0.76, -0.29], [-0.17, -0.48, 1.61], [4.16, 1.29, -0.39], [-0.15, 0.53, 1.34], [-8.31, -2.61, -5.89], [-3.55, 1.84, 6.63], [-0.04, -0.24, -2.14], [0.13, 0.07, 0.68], [-0.45, 0.12, 0.80], [0.02, -0.34, 0.16], [-5.43, -0.20, 2.25], [-3.67, 1.66, -2.24], [3.48, -1.52, -2.27], [4.13, 0.47, 1.60], [5.24, -0.09, -1.35], [3.73, -1.19, 1.32], [-0.10, -0.26, 0.34], [-0.03, -0.09, -0.25], [-0.07, 0.05, -0.25], [0.26, -0.11, 0.27], [0.04, -0.02, -0.23], [-0.03, 0.14, -0.31], [-0.01, 0.14, 0.14], [0.02, 0.04, -0.26], [0.16, 0.06, -0.12], [0.06, -0.07, 0.20], [0.73, -0.93, 0.09], [-0.51, -0.31, 0.61], [0.55, 0.32, -1.69], [0.32, 0.06, -0.27], [-0.84, 0.22, -0.06], [-0.02, -1.05, -1.09], [-0.52, 0.06, 0.92], [-0.12, 1.71, 0.18], [0.92, -0.43, -0.40], [0.14, -0.24, 0.32], [-0.07, -0.11, -0.17], [-0.87, 0.08, -0.85], [-0.09, -0.22, 0.07], [0.02, 0.03, 0.09], [0.03, 0.15, -0.09], [0.12, 0.13, -0.31], [0.07, -0.29, 0.09], [0.02, -0.22, -0.06], [0.06, -0.02, 0.07], [-0.29, -0.07, 0.25], [0.04, 0.71, 0.20], [0.33, 0.20, 0.25], [0.08, -0.12, 0.11], [-0.13, 0.16, 0.04], [-0.02, -0.09, 0.19], [0.11, 0.35, 0.09], [-0.23, -0.15, -0.20], [-0.04, 0.21, -0.10], [-0.13, 0.04, 0.59], [0.03, 0.11, -0.03]], "lowdin_spin": [0.443, -0.009, 0.045, 0.028, 0.410, 0.008, -0.001, 0.040, 0.000, 0.042, 0.004, 0.007, 0.009, 0.003, 0.006, 0.003, 0.003, 0.001, 0.000, 0.000, 0.012, 0.001, 0.001, 0.000, 0.000, 0.000, -0.005, 0.008, 0.269, 0.051, 0.003, 0.099, 0.108, 0.119, 0.226, 0.018, 0.002, 0.007, 0.016, -0.001, -0.002, 0.000, 0.009, 0.001, 0.001, 0.000, 0.006, 0.003, 0.000, 0.001, 0.001, 0.000, 0.000, 0.001, 0.001, 0.001, 0.002], "e_tot_ev": -62584.267, "homo_energy_ev": [-19.647, -19.985], "total_charge": 4, "multiplicity": 3}